A structure of composition C29H21AuF4GeN7O5S. Source: the Open Molecules 2025 dataset; level of theory: the ωB97M-V functional and the def2-TZVPD basis.

XYZ file:
```
69
Properties=species:S:1:pos:R:3:mulliken_charge:R:1
Au 0.298 0.970 1.125 1.264
O 6.124 -1.327 4.480 -0.637
N 5.110 -1.311 5.154 1.054
O 5.061 -1.614 6.326 -0.628
C 3.844 -0.924 4.499 -0.701
C 2.752 -0.851 5.312 -0.695
C 1.490 -0.464 4.823 1.353
C 0.295 -0.387 5.641 -0.904
C -0.898 -0.229 5.062 -1.027
C -0.995 -0.187 3.573 0.744
N 0.178 0.303 2.978 -0.500
C 1.379 -0.109 3.491 -0.105
C 2.505 -0.207 2.628 0.513
N 2.274 0.085 1.316 -0.437
C 3.242 -0.028 0.441 -0.211
C 4.524 -0.446 0.813 -0.982
C 4.787 -0.741 2.123 -0.395
C 3.764 -0.626 3.098 0.663
H 2.873 -1.090 6.359 0.600
H 0.381 -0.480 6.716 0.485
H -1.817 -0.205 5.630 0.515
H -1.871 0.339 3.207 -0.099
H 3.006 0.198 -0.591 0.290
H 5.295 -0.536 0.062 0.421
H 5.769 -1.063 2.421 0.585
C -1.779 -3.736 1.812 -1.168
S -0.874 -2.229 1.803 1.289
O 0.532 -2.517 1.780 -0.597
O -1.286 -1.659 3.205 -0.355
O -1.377 -1.360 0.764 -0.529
H -1.342 -4.397 2.554 0.383
H -1.677 -4.159 0.815 0.396
H -2.822 -3.528 2.035 0.347
C -4.148 0.501 1.349 -1.044
Ge -3.076 1.816 0.398 0.804
C -2.796 1.264 -1.458 -1.113
C -3.962 3.555 0.435 -1.269
C -1.353 2.172 1.300 -1.867
H -5.004 0.244 0.723 0.418
H -4.532 0.931 2.276 0.338
H -3.598 -0.407 1.572 0.148
H -3.761 1.284 -1.966 0.448
H -2.397 0.251 -1.516 0.267
H -2.130 1.954 -1.978 0.242
H -4.964 3.479 0.014 0.373
H -3.410 4.298 -0.140 0.372
H -4.060 3.921 1.458 0.363
H -1.516 2.292 2.372 0.568
H -0.962 3.124 0.930 0.656
F 1.691 2.339 -5.985 -0.299
C 0.960 1.281 -5.690 -0.279
C 0.454 0.528 -6.680 0.375
F 0.703 0.858 -7.926 -0.274
C -0.378 -0.640 -6.441 0.064
C -0.607 -0.930 -5.034 0.122
C -0.113 -0.165 -4.051 0.409
F -0.317 -0.517 -2.790 -0.159
C 0.691 1.013 -4.295 0.672
C 1.171 1.810 -3.286 0.565
C 0.797 1.610 -1.925 0.514
N 0.486 1.566 -0.826 -0.341
C 2.051 2.924 -3.446 -0.416
N 2.814 3.778 -3.528 -0.438
F -1.302 -1.999 -4.724 -0.280
C -0.890 -1.402 -7.443 1.339
C -1.724 -2.547 -7.228 -0.169
N -2.370 -3.491 -7.120 -0.425
C -0.660 -1.156 -8.835 -0.210
N -0.532 -1.022 -9.969 -0.407
```

Computed properties:
M: 925.2 g mol⁻¹
Total energy: -132981.517 eV
Total charge: +1
LUMO level (alpha / beta): -0.2300 / -0.2299 hartree
Gap between HOMO and LUMO (alpha / beta): 4.928 / 4.932 eV
HOMO (alpha / beta): -11.187 / -11.187 eV
2S+1: 1
Strongest force on any atom: 0.0116 Eh/bohr
Relative energy (zero: lowest compared OMol25 entry of this formula, charge and spin): 37.24 kJ/mol



A structure of composition C29H21ClINO6PPrS in a non-equilibrium geometry. Source: the Open Molecules 2025 dataset; level of theory: the ωB97M-V functional and the def2-TZVPD basis.

XYZ file:
```
62
Properties=species:S:1:pos:R:3:mulliken_charge:R:1
Pr 0.579 -1.460 -0.060 0.155
O 2.931 -1.405 -0.127 -0.671
C 2.592 -0.479 -0.890 0.978
O 1.697 -0.654 -1.772 -0.602
C 3.053 0.940 -0.706 0.218
C 4.380 1.328 -0.813 -0.617
C 4.717 2.667 -0.719 -0.691
C 3.730 3.615 -0.502 -0.835
C 2.405 3.233 -0.374 0.036
C 2.048 1.892 -0.473 0.056
P 0.291 1.332 -0.330 0.971
C -0.389 2.189 -1.798 0.866
C -0.877 3.491 -1.795 -0.375
C -1.322 4.057 -2.978 -0.754
C -1.268 3.340 -4.162 -0.557
C -0.793 2.038 -4.163 -0.784
C -0.373 1.453 -2.982 -0.416
C -0.360 2.300 1.073 0.376
C 0.425 2.778 2.117 -0.410
C -0.172 3.372 3.217 -0.787
C -1.551 3.471 3.299 -0.528
C -2.339 2.984 2.266 -0.769
C -1.748 2.396 1.162 -0.504
H 5.139 0.582 -0.994 0.535
H 5.747 2.971 -0.827 0.401
H 3.993 4.659 -0.437 0.446
H 1.648 3.983 -0.194 0.438
H -0.918 4.059 -0.875 0.374
H -1.712 5.064 -2.978 0.425
H -1.608 3.792 -5.083 0.389
H -0.756 1.478 -5.086 0.426
H -0.031 0.423 -2.957 0.300
H 1.499 2.670 2.072 0.448
H 0.442 3.755 4.019 0.427
H -2.010 3.908 4.176 0.408
H -3.415 3.052 2.330 0.424
H -2.361 1.993 0.365 0.444
Cl -3.841 -6.672 -0.061 -0.278
C -2.989 -5.178 -0.287 0.838
C -3.695 -3.991 -0.282 -0.687
C -3.032 -2.810 -0.567 -0.374
I -3.882 -0.902 -0.541 0.055
C -1.675 -2.745 -0.881 -0.112
O -1.128 -1.663 -1.303 -0.381
C -0.920 -3.960 -0.671 1.015
N 0.435 -3.840 -0.658 -0.107
C 1.156 -4.931 -0.502 -0.197
C 0.585 -6.209 -0.386 -0.880
C -0.776 -6.346 -0.338 -0.771
C -1.588 -5.197 -0.438 -0.070
H -4.755 -3.997 -0.075 0.462
H 2.232 -4.793 -0.471 0.505
H 1.229 -7.069 -0.310 0.412
H -1.242 -7.310 -0.200 0.437
C -0.103 -1.091 4.189 -1.184
S 0.228 -1.326 2.441 1.988
O -1.008 -1.181 1.656 -0.638
O 0.773 -2.654 2.174 -0.731
O 1.171 -0.299 1.978 -0.609
H -1.175 -1.144 4.327 0.336
H 0.267 -0.104 4.428 0.343
H 0.416 -1.854 4.754 0.390
```

Computed properties:
M: 845.8 g mol⁻¹
Total energy: -99007.980 eV
LUMO level (alpha / beta): -0.0080 / -0.0081 hartree
Gap between HOMO and LUMO (alpha / beta): 7.439 / 7.477 eV
HOMO (alpha / beta): -7.657 / -7.699 eV
2S+1: 3
Strongest force on any atom: 0.0604 Eh/bohr



A structure of composition C29H21ClIrN3O6STe4 in a non-equilibrium geometry. Source: the Open Molecules 2025 dataset; level of theory: the ωB97M-V functional and the def2-TZVPD basis.

XYZ file:
```
66
Properties=species:S:1:pos:R:3:mulliken_charge:R:1
Ir -0.692 0.431 -0.077 2.608
Te -1.670 -0.621 4.226 -0.166
Te -1.717 1.750 5.413 -0.532
Te 1.877 -1.117 4.161 -0.344
Te 0.058 -0.839 2.212 -0.277
O -0.581 -4.466 0.422 -0.688
S 0.108 -3.312 0.909 1.121
O -0.412 -2.850 2.253 -0.320
N 0.211 -2.030 0.042 0.704
C 0.838 -2.035 -1.206 -1.144
C 0.930 -3.153 -2.009 -0.581
C 1.561 -3.077 -3.259 -0.985
C 2.107 -1.905 -3.699 -0.909
C 2.060 -0.747 -2.895 1.033
C 2.608 0.488 -3.298 -0.895
C 2.563 1.554 -2.444 -0.736
C 1.974 1.402 -1.187 -0.541
N 1.407 0.280 -0.776 -0.051
C 1.434 -0.804 -1.627 0.995
C 1.774 -3.772 1.356 0.879
C 1.938 -4.907 2.136 -0.963
C 3.182 -5.191 2.671 -0.662
C 4.254 -4.346 2.418 -0.368
C 4.090 -3.223 1.625 -0.839
C 2.841 -2.926 1.101 -0.040
H 0.483 -4.075 -1.667 0.656
H 1.603 -3.967 -3.873 0.408
H 2.581 -1.847 -4.670 0.394
H 3.041 0.582 -4.285 0.394
H 2.976 2.514 -2.719 0.459
H 1.951 2.224 -0.487 0.211
H 1.084 -5.546 2.317 0.433
H 3.312 -6.068 3.290 0.390
H 5.221 -4.556 2.854 0.368
H 4.921 -2.561 1.427 0.409
H 2.707 -2.043 0.491 0.327
O -2.423 1.577 -3.843 -0.746
C -2.183 1.226 -2.697 0.151
O -1.024 0.969 -2.217 -0.835
C -3.298 1.093 -1.677 0.329
C -4.314 2.021 -1.546 -0.686
C -5.220 1.910 -0.493 -0.541
C -5.089 0.930 0.466 -0.607
C -4.059 -0.010 0.354 -0.276
C -3.181 0.045 -0.761 -0.110
N -3.800 -0.895 1.386 0.831
O -2.744 -1.561 1.336 -0.331
O -4.514 -0.963 2.386 -0.586
H -4.392 2.823 -2.268 0.506
H -6.015 2.639 -0.400 0.377
H -5.745 0.878 1.323 0.521
H -2.596 -0.829 -1.034 0.818
Cl 0.768 7.341 -0.836 -0.256
C 0.330 5.797 -0.171 0.329
C -0.985 5.365 -0.239 -0.856
C -1.327 4.130 0.279 -0.133
C -0.374 3.315 0.900 -0.413
C -0.737 2.009 1.466 -1.042
C 0.937 3.798 0.984 -0.556
C 1.297 5.020 0.445 -0.593
H -1.737 6.003 -0.682 0.413
H -2.356 3.795 0.231 0.384
H -1.768 1.982 1.825 0.573
H -0.065 1.763 2.296 0.734
H 1.674 3.214 1.524 0.431
H 2.316 5.374 0.516 0.420
```

Computed properties:
M: 1277.6 g mol⁻¹
Total energy: -102533.679 eV
Total charge: -1
LUMO level (alpha / beta): 0.0304 / 0.0357 hartree
Gap between HOMO and LUMO (alpha / beta): 4.212 / 4.356 eV
HOMO (alpha / beta): -3.386 / -3.386 eV
2S+1: 2
Strongest force on any atom: 0.0756 Eh/bohr
Relative energy (zero: lowest compared OMol25 entry of this formula, charge and spin): 510.79 kJ/mol



Q: M of number 2 (C29H21ClINO6PPrS)?
A: 845.8 g mol⁻¹